[1]
CH4F2P2 | the ωB97M-V functional and the def2-TZVPD basis

ΔE to the lowest compared entry with this formula, charge and spin ... 0.0147 eV
Total energy ... -25113.1927 eV
Gap between HOMO and LUMO ... 10.6567 eV
LUMO level ... 0.02217 Ha
HOMO ... -10.053 eV
Total charge ... 0

Structure (XYZ):
```
9
Properties=species:S:1:pos:R:3:lowdin_charge:R:1
C -0.59002 0.58409 -0.46588 -0.7897
F -3.04964 -0.24273 -0.38931 -0.4039
F -0.53630 2.01238 -0.22411 -0.1893
P -1.92574 -0.11337 0.75485 0.8448
P 0.84911 -0.38160 0.01325 0.7557
H -1.02294 0.58886 -1.44584 0.0615
H -1.63490 -1.47906 0.58869 -0.0788
H 0.84800 0.11643 1.43186 -0.0470
H 1.91141 0.40874 -0.16532 -0.1532
```


[2]
C4H2Cl4 | the ωB97M-V functional and the def2-TZVPD basis

ΔE to the lowest compared entry with this formula, charge and spin ... 0.0000 eV
Total energy ... -54263.8652 eV
2S+1 ... 3
Gap between HOMO and LUMO (spin up / spin down) ... 9.2616 / 7.0840 eV
LUMO level (spin up / spin down) ... 0.02552 / -0.08628 Ha
HOMO (spin up / spin down) ... -8.567 / -9.432 eV
Total charge ... 0

Structure (XYZ):
```
10
Properties=species:S:1:pos:R:3:lowdin_charge:R:1
C -0.00964 1.14868 0.13641 -0.2397
C 1.24691 0.96111 0.02853 0.0189
C 0.82191 -2.26785 -0.30560 -0.9868
C -1.30517 1.16725 0.26097 -1.1779
Cl 0.33509 -2.91689 1.17503 0.5233
Cl -0.42634 -2.42696 -1.50090 0.4879
Cl -2.20968 1.93625 -1.01073 0.6132
Cl -2.14809 0.46430 1.56629 0.6430
H 1.93071 1.68707 0.29825 0.0410
H 1.76431 0.24704 -0.64824 0.0772
```


[3]
C28H26BrFN4O13S | the ωB97M-V functional and the def2-TZVPD basis

Total energy ... -145618.2715 eV
Gap between HOMO and LUMO ... 9.0226 eV
LUMO level ... -0.03279 Ha
HOMO ... -9.915 eV
Total charge ... 0

Structure (XYZ):
```
74
Properties=species:S:1:pos:R:3:lowdin_charge:R:1
C 0.65137 3.87268 4.12495 -0.0689
O 1.38520 3.44504 2.98351 -0.1595
C 0.73749 2.45921 2.21314 -0.1576
C 1.24549 2.56083 0.80911 -0.5090
F 0.68405 1.48916 0.13813 0.0777
O 0.87460 3.70840 0.05043 -0.0690
S 1.76690 3.67786 -1.30664 0.6540
O 0.99843 3.29365 -2.43591 -0.2112
O 2.55011 4.86291 -1.39223 -0.2042
O 2.78361 2.47931 -0.86183 -0.1841
C 2.74361 2.55100 0.56590 -0.6996
Br 3.82293 1.33236 1.54634 0.8680
H -0.41956 3.87154 3.92929 0.0927
H 0.90652 3.25271 4.98247 0.0899
H 0.94778 4.89792 4.33175 0.0894
H -0.34887 2.51948 2.25345 0.1453
H 1.03241 1.47320 2.55697 0.0954
H 3.10362 3.53967 0.84505 0.1113
C 0.39317 -4.33240 4.86979 -0.0545
C 1.18995 -3.37789 4.25033 -0.0533
C 0.75836 -2.06560 4.15577 -0.0003
C -0.47270 -1.72992 4.69064 -0.1472
C -1.28416 -2.66475 5.30720 -0.0008
C -0.84290 -3.97469 5.39384 -0.0542
N -0.93004 -0.33783 4.60804 -0.3316
O -0.20595 0.46358 4.03868 0.0478
O -1.99813 -0.05556 5.10254 0.0960
H 0.73664 -5.35476 4.94447 0.0784
H 2.15090 -3.65762 3.84130 0.1111
H 1.37299 -1.31991 3.67387 0.1147
H -2.24293 -2.37960 5.71352 0.1198
H -1.46364 -4.71879 5.87360 0.1103
C -1.08068 5.88250 -2.73057 -0.0617
C -0.03294 6.75319 -3.00058 -0.0516
C -0.29713 8.04416 -3.42930 0.0021
C -1.61291 8.44137 -3.57846 -0.1497
C -2.66947 7.58765 -3.32135 -0.0058
C -2.39582 6.29848 -2.89474 -0.0594
N -1.89834 9.81779 -4.01507 -0.3557
O -0.95290 10.54086 -4.25382 0.0758
O -3.06262 10.14917 -4.10923 0.0750
H -0.87340 4.87724 -2.39424 0.0853
H 0.99023 6.42681 -2.87414 0.0950
H 0.51074 8.72808 -3.64134 0.1195
H -3.68855 7.91998 -3.44941 0.1181
H -3.21011 5.61793 -2.68748 0.1084
C -1.54951 -9.75932 1.06784 -0.0668
C -0.54725 -8.80738 0.93635 -0.0617
C 0.07921 -8.29875 2.06197 -0.0017
C -0.31159 -8.75921 3.30592 -0.1476
C -1.31096 -9.70243 3.45859 -0.0026
C -1.93248 -10.20309 2.32676 -0.0628
N 0.36152 -8.23605 4.50336 -0.3421
O 1.22349 -7.39085 4.34311 0.0481
O 0.02136 -8.67153 5.58198 0.0884
H -2.03341 -10.15730 0.18595 0.1087
H -0.25155 -8.46190 -0.04431 0.1099
H 0.85889 -7.55802 1.96858 0.1195
H -1.60108 -10.04352 4.44091 0.1198
H -2.71483 -10.94226 2.42719 0.1092
C 1.96571 1.21909 -6.08744 -0.0640
C 1.36636 1.08849 -4.84169 -0.0574
C 0.31055 0.20863 -4.66915 0.0056
C -0.12500 -0.53099 -5.75281 -0.1484
C 0.45463 -0.41101 -7.00231 -0.0071
C 1.50798 0.47350 -7.16624 -0.0672
N -1.23255 -1.48295 -5.56910 -0.3558
O -1.73669 -1.55583 -4.46698 0.0752
O -1.57490 -2.14198 -6.52974 0.0744
H 2.79265 1.90466 -6.21784 0.1078
H 1.71934 1.66898 -4.00423 0.0811
H -0.16095 0.10231 -3.70362 0.1205
H 0.09402 -0.99650 -7.83446 0.1179
H 1.97369 0.57882 -8.13634 0.1068
```


[4]
C2HF3NP | the ωB97M-V functional and the def2-TZVPD basis

ΔE to the lowest compared entry with this formula, charge and spin ... 1.0553 eV
Total energy ... -21019.5154 eV
Structure (SMILES) ... N#CC(F)(F)PF
Gap between HOMO and LUMO ... 10.8764 eV
LUMO level ... -0.00721 Ha
HOMO ... -11.073 eV
Total charge ... 0

Structure (XYZ):
```
8
Properties=species:S:1:pos:R:3:lowdin_charge:R:1
C -1.19131 1.47141 -0.64560 -0.1281
C -1.88543 -0.22521 -0.36264 -0.6561
N -0.80477 2.53365 -0.54709 0.0758
F -3.00891 -0.04662 0.25540 0.1018
F -2.03756 -0.71506 -1.57409 0.0658
F 0.51045 -1.30357 -0.59587 -0.3595
P -0.59501 -1.38216 0.57848 0.9813
H -0.02566 -0.38370 1.26548 -0.0810
```


[5]
C16H20NO | the ωB97M-V functional and the def2-TZVPD basis

ΔE to the lowest compared entry with this formula, charge and spin ... 2.3903 eV
Total energy ... -20446.3351 eV
Gap between HOMO and LUMO ... 7.9983 eV
LUMO level ... -0.13813 Ha
HOMO ... -11.757 eV
Total charge ... +1

Structure (XYZ):
```
38
Properties=species:S:1:pos:R:3:lowdin_charge:R:1
C -5.27631 0.07906 1.48914 -0.0390
O -4.20756 -0.59265 2.19787 -0.0686
C -3.06051 -0.87239 1.51147 -0.2308
C -1.98415 -1.38816 2.26644 0.0019
C -0.72478 -1.41278 1.75298 -0.0299
C -0.42926 -0.88208 0.44539 -0.2027
C 0.94893 -0.66276 0.07128 -0.0290
C 1.42292 -0.55133 -1.32081 -0.2222
C 2.59967 -1.23643 -1.73322 -0.0185
C 3.17085 -0.95152 -2.95978 -0.0624
C 2.55444 -0.04469 -3.83623 -0.0494
C 1.33800 0.55859 -3.47055 -0.0575
C 0.77644 0.30241 -2.22542 -0.0608
C -1.56473 -0.68815 -0.39775 -0.0123
C -2.83723 -0.57458 0.13180 0.0051
H -6.11401 0.14665 2.17845 0.0979
H -4.94482 1.08681 1.19761 0.1026
H -5.55195 -0.50958 0.60609 0.0959
H -2.18922 -1.63449 3.31013 0.1351
H 0.07221 -1.88314 2.32705 0.1273
H 1.66916 -1.12183 0.74654 0.1372
H 3.04159 -1.96580 -1.05667 0.1222
H 4.13939 -1.38103 -3.21988 0.1170
H 3.04231 0.23227 -4.78811 0.1219
H 0.85287 1.29726 -4.12940 0.1204
H -0.16026 0.80770 -1.92817 0.1135
H -1.45669 -0.66387 -1.49566 0.1209
H -3.64587 -0.16421 -0.49441 0.1181
C 2.82535 1.52678 0.51862 -0.0421
N 1.45089 1.05757 0.82386 -0.1577
C 1.07538 1.31342 2.23364 -0.0471
H 2.97712 1.60198 -0.58465 0.0998
H 2.91831 2.57989 0.94539 0.1141
H 3.59132 0.84070 0.94757 0.1114
H 0.77797 1.53668 0.20224 0.1452
H -0.03155 1.22765 2.35390 0.0989
H 1.57555 0.59569 2.92168 0.1103
H 1.35823 2.39037 2.46160 0.1133
```


[6]
C4H6N4 | the ωB97M-V functional and the def2-TZVPD basis

ΔE to the lowest compared entry with this formula, charge and spin ... 4.8169 eV
Total energy ... -10201.1228 eV
Gap between HOMO and LUMO ... 8.6282 eV
LUMO level ... 0.01307 Ha
HOMO ... -8.273 eV
Total charge ... 0

Structure (XYZ):
```
14
Properties=species:S:1:pos:R:3:lowdin_charge:R:1
C 1.44248 0.73587 -0.68219 -0.0345
N 0.00108 0.54118 -0.44754 -0.0572
C -0.57585 -0.84468 -0.08322 -0.5066
C -0.61047 0.61786 1.03451 -0.1608
N 0.27474 -1.77843 0.16728 0.1239
N -0.00418 1.27403 1.89449 0.0985
C -1.90024 -1.04205 -0.63121 -0.1613
N -2.95525 -1.22839 -1.05494 0.1707
H -0.60798 1.02456 -1.10373 0.1573
H -0.15697 -2.69357 0.22836 0.0613
H -0.26142 1.06087 2.85511 0.0573
H 1.63637 0.82372 -1.75083 0.0885
H 1.75518 1.63598 -0.15664 0.0824
H 1.96250 -0.12695 -0.26945 0.0806
```